(1)
2 unconnected molecules or ions with the total composition C2H4Cl2N2, computed with ωB97M-V/def2-TZVPD.

Last column: Löwdin charge in e.
Atoms and positions in Å:
C  0.71139  -0.97312  1.44569  -0.084
C  -0.75762  1.14545  -1.65430  -1.223
N  0.02035  -0.51254  0.31055  -0.252
N  -0.98651  -0.64071  -0.18863  0.138
Cl  0.86447  1.37701  -1.24153  0.594
Cl  -1.81979  2.44597  -1.50320  0.542
H  0.22442  -1.82225  1.80889  0.060
H  0.98228  -0.17725  2.22440  0.131
H  1.68396  -1.29489  1.35497  0.051
H  -0.92294  0.45234  -2.55683  0.043

Its electronic energy is -1108.34034 Ha. The frontier orbital gap (spin up / spin down) is 0.2828 / 0.2900 Eh.

(2)
2 unconnected molecules or ions with the total composition C2H4Cl2S, computed with ωB97M-V/def2-TZVPD.

Last column: Mulliken spin population.
Atoms and positions in Å:
C  -0.26061  -0.10996  -0.67056  0.969
C  1.88671  0.05202  0.05794  0.620
S  1.93914  0.87598  1.59388  0.197
Cl  2.79943  0.91856  -1.09880  0.081
Cl  2.25830  -1.67853  0.12188  0.091
H  -0.90985  0.65159  -0.17278  0.004
H  0.16552  0.36979  -1.51558  0.032
H  -0.39305  -1.14316  -0.49094  0.004
H  1.21830  -0.06897  2.07454  0.001

Its electronic energy is -1396.98441 Ha. The spin multiplicity is 3. The expectation value of S² is 2.01. The frontier orbital gap (spin up / spin down) is 0.2665 / 0.3096 Eh.

(3)
2 unconnected molecules or ions with the total composition C2H4Cl2S2, computed with ωB97M-V/def2-TZVPD.

Last column: Löwdin charge in e.
Atoms and positions in Å:
C  -1.95841  0.53151  0.31207  -0.394
C  2.60620  -0.00542  -0.40975  -1.054
S  -1.42847  -0.88672  -0.77276  0.251
S  -0.33152  -2.11051  0.28598  0.087
Cl  2.97392  0.65629  1.11753  0.552
Cl  1.61113  0.94871  -1.42886  0.545
H  -1.78625  0.07925  1.28307  0.004
H  -3.09560  0.62519  -0.02793  0.087
H  -1.16357  1.18185  0.06448  -0.023
H  2.57257  -1.02014  -0.42384  -0.055

Its electronic energy is -1795.25750 Ha. The frontier orbital gap (spin up / spin down) is 0.2998 / 0.2573 Eh.

(4)
2 unconnected molecules or ions with the total composition C2H4Cl3, computed with ωB97M-V/def2-TZVPD.

Last column: Löwdin charge in e.
Atoms and positions in Å:
Cl  0.84231  -2.21499  1.23154  0.518
Cl  -2.26112  -1.41616  0.12213  0.518
C  0.25650  -0.59325  0.79667  -0.679
C  -0.73458  -0.63027  -0.34094  -0.679
H  -0.18489  -0.13599  1.70305  0.076
H  1.13594  0.01379  0.50764  0.086
H  -0.97369  0.40147  -0.66309  0.086
H  -0.32539  -1.16997  -1.21658  0.076
Cl  2.24492  5.74536  -2.14041  -1.000

Its electronic energy is -1459.25536 Ha. The frontier orbital gap is 0.2218 Eh. The total charge is -1.

(5)
2 unconnected molecules or ions with the total composition C2H4Cl3NO3P, computed with ωB97M-V/def2-TZVPD.

Last column: Löwdin charge in e.
Atoms and positions in Å:
C  0.26892  0.16697  -0.32973  -0.100
C  0.76866  2.46136  -1.57593  -1.509
N  -0.93091  0.53860  0.04787  0.095
O  2.52466  1.29559  0.91886  -0.340
O  0.43736  0.69723  2.25206  -0.328
O  2.05330  -1.16673  1.20829  -0.223
P  1.40177  0.40576  1.18253  0.236
Cl  -1.00373  2.77489  -2.31493  0.198
Cl  1.84247  2.92764  -2.95273  0.315
Cl  0.92184  3.66452  -0.34368  0.428
H  0.47767  0.30261  -1.38977  0.057
H  -1.05338  0.65950  0.99131  0.044
H  -1.58997  0.68100  -0.72606  0.087
H  2.79590  -1.05756  0.59157  0.040

Its electronic energy is -2081.09821 Ha. The frontier orbital gap is 0.2681 Eh. The total charge is -1.

(6)
2 unconnected molecules or ions with the total composition C2H4Cl3P, computed with ωB97M-V/def2-TZVPD.

Last column: Löwdin charge in e.
Atoms and positions in Å:
C  0.17344  -0.59693  1.35794  -0.809
C  0.68101  0.80597  1.32054  -1.200
P  0.43646  -1.21936  -1.03886  0.774
Cl  1.14147  -1.68138  2.42669  0.492
Cl  2.25532  0.81619  0.58139  0.544
Cl  0.78986  1.34259  3.07872  0.497
H  -0.81191  -0.86604  1.67258  0.029
H  0.12569  1.54509  0.66123  0.081
H  -0.64923  -1.85323  -0.63353  -0.236
H  -0.47256  -0.21441  -1.35278  -0.172

Its electronic energy is -1800.43473 Ha. The frontier orbital gap is 0.3227 Eh.

(7)
A molecular structure, C2H4Cl4, computed with ωB97M-V/def2-TZVPD.

Last column: Löwdin charge in e.
Atoms and positions in Å:
C  1.38756  1.30998  0.29991  -0.820
Cl  1.68454  2.26655  -1.23469  0.452
Cl  -0.25073  0.57688  0.33578  0.639
H  2.14851  0.53175  0.24140  0.032
H  1.48010  1.99923  1.13924  0.028
C  -1.30775  -1.33864  -0.02361  -1.122
Cl  -1.86696  -0.19384  -1.29790  0.473
Cl  -0.43210  -2.73781  -0.64956  0.535
H  -0.68213  -0.73008  0.62935  -0.257
H  -2.16104  -1.68401  0.56009  0.040

Its electronic energy is -1919.19972 Ha. The frontier orbital gap is 0.3673 Eh.

(8)
A single C2H4ClF molecule, computed with ωB97M-V/def2-TZVPD.

Last column: Löwdin charge in e.
Atoms and positions in Å:
C  -0.69608  0.22049  -0.25713  -0.122
C  0.62031  -0.22986  0.41655  -0.807
F  0.78231  -1.44720  -0.10525  -0.034
Cl  2.02819  0.81998  -0.01000  0.586
H  -0.49440  0.28986  -1.41322  0.108
H  -1.20056  1.17936  -0.05378  0.076
H  -1.32721  -0.65542  -0.05780  0.075
H  0.28743  -0.17722  1.48062  0.118

Its electronic energy is -638.63814 Ha. The frontier orbital gap is 0.4412 Eh. Its SMILES is C[C@@H](F)Cl.

(9)
2 unconnected molecules or ions with the total composition C2H4ClF, computed with ωB97M-V/def2-TZVPD.

Last column: Löwdin charge in e.
Atoms and positions in Å:
C  -0.05338  -0.21416  0.89233  -0.064
C  1.02982  0.12573  0.21327  -0.609
Cl  0.97176  0.91317  -1.33121  0.629
H  -1.05002  -0.01866  0.51970  0.039
H  0.05091  -0.70277  1.85485  0.066
H  2.04269  -0.05523  0.55710  0.058
F  -1.70711  -0.40803  -1.51150  -0.107
H  -1.28466  0.35994  -1.19455  -0.013

Its electronic energy is -638.62790 Ha. The frontier orbital gap is 0.4094 Eh. Its SMILES is C=CCl.F.

(10)
2 unconnected molecules or ions with the total composition C2H4ClF, computed with ωB97M-V/def2-TZVPD.

Last column: Löwdin charge in e.
Atoms and positions in Å:
C  0.98187  0.52320  0.39714  0.012
C  -2.73788  1.38758  -0.23069  -0.571
F  2.24486  0.75042  -0.13259  -0.099
Cl  -3.38886  -0.08562  0.10584  0.589
H  0.46268  1.29847  0.87194  0.017
H  0.50312  -0.40796  -0.01586  0.069
H  -2.58093  1.71894  -1.24723  0.004
H  -2.60955  2.15648  0.46374  -0.020

Its electronic energy is -638.49642 Ha. The frontier orbital gap (spin up / spin down) is 0.3176 / 0.3239 Eh.